# 1
21
Properties=species:S:1:pos:R:3:forces:R:3 method="wB97M-V/def2-TZVPD" relative_energy_kcal_mol=18.5 orbital_gap_ha="0.345 / 0.233" s_squared=2.01 multiplicity=3 total_energy_ha=-5399.96919 homo_energy_ev="-19.18 / -19.10" total_charge=+2
Pt -23.7784 15.4933 21.8591 -4.92 -7.46 2.93
Cu -20.9648 16.6186 20.1368 2.54 -0.65 -1.69
Br -22.7177 17.0778 21.2000 0.76 7.50 -3.24
C -18.9350 16.1735 22.2837 -0.31 -1.03 1.14
C -17.7341 16.1685 21.3604 -0.75 2.28 -0.33
C -18.0910 15.5146 19.9728 3.38 -2.44 0.98
F -19.0289 16.1964 19.3296 -2.62 2.08 -0.95
F -17.0632 15.4248 19.1076 -0.44 0.24 1.03
F -17.4082 17.4642 21.2075 -0.07 0.79 -1.10
F -16.7331 15.6643 22.0356 0.54 -1.78 -0.13
O -20.0441 17.0083 21.8022 0.68 0.05 0.57
C -20.3615 18.2012 22.5609 1.63 0.24 2.25
C -21.3730 17.8593 23.7423 -0.60 -0.56 -0.27
F -20.8893 16.9300 24.5298 1.76 -1.57 0.85
F -21.6896 18.8768 24.4837 0.24 1.93 0.23
F -19.2117 18.7600 22.9402 -0.30 -0.95 0.71
F -20.8974 19.0847 21.7940 -1.35 0.76 -1.91
H -18.6556 16.4691 23.2950 0.25 0.54 -0.27
H -19.2465 15.1425 22.4515 -0.69 -0.04 -0.35
H -18.5044 14.5220 20.1516 0.20 -0.32 0.04
H -22.3150 17.4188 23.4155 0.09 0.39 -0.49

---

# 2
20
Properties=species:S:1:pos:R:3:forces:R:3 method="wB97M-V/def2-TZVPD" relative_energy_kcal_mol=4.3 orbital_gap_ha="0.260 / 0.194" s_squared=2.01 multiplicity=3 total_energy_ha=-3759.98859 homo_energy_ev="-14.97 / -14.96" total_charge=+1
Pt -1.9024 -3.4565 3.7674 1.65 1.75 -1.51
Br -0.4888 -1.9578 2.4622 -1.61 -1.68 1.59
C 1.1529 0.7814 -0.6603 0.28 -0.35 -1.06
C 1.9061 -0.5470 -0.6758 0.50 1.73 -0.52
C 1.0413 -1.7590 -1.0287 1.07 -0.96 1.83
F 0.6225 -1.7032 -2.2846 -0.35 0.21 -0.01
F 1.8426 -2.8567 -0.8641 -0.05 0.01 -0.36
F 2.8453 -0.4705 -1.6534 0.09 0.08 0.12
F 2.5744 -0.6427 0.5010 -0.41 -0.96 0.15
O -0.0712 0.5768 0.0486 -0.15 0.08 -0.21
C -0.9304 1.6298 -0.0332 0.26 0.63 0.45
C -2.2199 1.2638 0.7053 -0.89 0.59 -1.21
F -1.9762 0.9116 1.9795 0.09 -0.43 -0.01
F -3.0727 2.3132 0.7138 0.43 0.18 0.19
F -0.3747 2.7470 0.4826 0.03 -0.06 0.20
F -1.2348 1.9386 -1.3072 -0.15 -0.27 -0.13
H 1.0217 1.0104 -1.7219 -0.60 0.11 0.13
H 1.7306 1.6007 -0.2376 0.20 -0.28 0.29
H 0.2652 -1.9033 -0.2723 -0.58 0.25 -0.60
H -2.7314 0.5232 0.0787 0.19 -0.62 0.66

---

# 3
13
Properties=species:S:1:pos:R:3:forces:R:3 method="wB97M-V/def2-TZVPD" relative_energy_kcal_mol=0.0 orbital_gap_ha=0.256 total_energy_ha=-2996.79242 homo_energy_ev=-3.88 total_charge=-1
C -1.0970 -1.1417 0.0558 -3.49 -1.65 1.72
C 0.4390 0.6308 0.8048 -1.07 -2.40 -4.17
C -0.4732 -1.2022 -1.1149 1.75 -0.40 -2.98
C -0.6639 -0.2492 1.0203 2.75 2.08 1.02
C 0.9999 0.5765 -0.6357 -2.16 -1.34 4.94
N 0.6555 -0.4232 -1.4750 -2.29 1.23 2.37
O 1.1575 -0.5078 -2.6121 0.73 -0.63 -1.65
F -1.1843 -0.2521 2.2693 -0.27 -0.29 -0.60
Br 0.4598 3.7592 2.7417 0.06 -0.12 -0.06
H -2.0806 -1.8368 0.2445 2.75 1.87 -0.43
H 0.8000 1.2693 1.6002 0.02 0.51 -0.22
H -0.7536 -1.8605 -1.9498 0.12 0.33 0.60
H 1.7410 1.2377 -0.9492 1.09 0.81 -0.54

---

# 4
15
Properties=species:S:1:pos:R:3:forces:R:3 method="wB97M-V/def2-TZVPD" relative_energy_kcal_mol=9.4 orbital_gap_ha=0.348 total_energy_ha=-1331.69915 homo_energy_ev=-10.25 total_charge=0
C -2.2662 -0.7923 1.0761 -0.69 0.83 -0.83
C -1.5207 -1.4834 0.2692 1.73 1.73 -0.99
C -2.6301 0.5959 0.6119 0.43 0.71 -1.44
C 1.5201 0.4328 -0.9873 0.58 1.21 -0.65
C 2.9681 0.3379 -0.3725 -2.30 -2.29 1.44
N -1.9011 0.8615 -0.5750 0.12 0.93 -0.40
O -3.4231 1.3942 1.0250 0.14 -0.87 0.68
O 0.6160 -0.1518 -0.1565 -0.05 0.08 -0.79
O 1.2105 1.0209 -2.0150 0.84 -1.30 1.90
S -0.9144 -0.2200 -1.0130 -1.23 -1.33 1.03
Cl 3.2783 1.8760 0.4113 0.33 0.15 0.04
H -2.6243 -1.1446 1.9668 -0.93 -0.81 2.17
H -0.8883 -2.2936 0.4840 0.19 -1.34 -0.01
H 2.9381 -0.5404 0.4549 0.29 2.16 -2.04
H 3.6370 0.1068 -1.1799 0.55 0.15 -0.12

---

# 5
17
Properties=species:S:1:pos:R:3:forces:R:3 method="wB97M-V/def2-TZVPD" relative_energy_kcal_mol=7.7 orbital_gap_ha="0.208 / 0.252" s_squared=6.08 multiplicity=5 total_energy_ha=-1763.95762 homo_energy_ev="-8.92 / -9.07" total_charge=0
O 1.0284 1.7162 -0.5438 -3.39 1.32 2.13
C 1.5656 0.7540 -1.2024 6.76 -1.67 0.11
O 2.3765 0.9332 -2.1070 -2.89 -0.94 1.29
O 1.3256 -0.2509 1.1998 -2.49 1.33 1.35
O 3.1761 -1.0182 0.1779 -2.87 1.41 -0.06
C 2.1101 -0.4253 0.2039 2.78 -0.62 -3.52
Cr 0.0051 1.1339 0.9975 0.47 -0.49 -0.92
O -1.7803 1.4768 1.1197 2.54 -0.20 0.40
C -2.7909 1.9395 0.3107 -1.54 0.15 -1.28
C -2.3758 2.1001 -1.1437 0.48 0.14 -0.58
O -2.1112 0.8153 -1.7512 -1.18 0.44 1.01
C -0.9712 0.5233 -2.3187 0.22 -2.08 -1.09
H -3.6707 1.2646 0.3407 0.47 0.15 0.14
H -3.1628 2.9379 0.6228 0.39 -0.42 0.18
H -1.4735 2.7190 -1.2479 -0.21 -0.05 0.09
H -3.1857 2.5327 -1.7430 0.12 0.05 0.33
O -0.7750 -0.5552 -2.8026 0.34 1.48 0.41

---

# 6
11
Properties=species:S:1:pos:R:3:forces:R:3 method="wB97M-V/def2-TZVPD" relative_energy_kcal_mol=109.1 orbital_gap_ha=0.300 total_energy_ha=-392.44071 homo_energy_ev=-8.20 total_charge=0
C 1.1022 -0.2167 0.3516 3.71 2.29 -1.19
C -1.1233 0.0612 0.1117 -1.72 2.23 0.87
C 0.1092 1.0709 0.1638 0.17 -0.45 0.19
C -0.0917 -0.2626 1.0707 -1.84 -0.21 1.20
C 0.0548 2.4245 0.0667 1.11 -1.74 -1.31
F 1.0938 3.1876 -0.3396 -1.37 -0.56 0.96
F -1.0964 3.0481 -0.0222 0.45 0.42 0.00
H 1.4145 -0.6801 -0.6137 -0.79 0.18 0.34
H 2.0435 0.0878 0.9182 -1.19 -0.76 -0.51
H -2.0368 0.5890 0.5570 1.00 -1.29 -0.64
H -1.3143 -0.3065 -0.9041 0.48 -0.11 0.10

---

# 7
19
Properties=species:S:1:pos:R:3:forces:R:3 method="wB97M-V/def2-TZVPD" relative_energy_kcal_mol=2.8 orbital_gap_ha=0.373 total_energy_ha=-957.69726 homo_energy_ev=-10.99 total_charge=0
O 0.2886 3.0170 0.3763 0.57 2.05 0.48
C 0.2706 1.8600 0.1641 -1.34 -1.80 0.33
N 0.6722 1.3554 -1.0778 -0.41 -0.41 0.06
C 0.8377 0.0492 -1.5016 -0.09 0.72 0.73
O 1.1542 -0.1983 -2.6312 -0.11 -0.58 0.13
C 0.5753 -0.9731 -0.3825 -0.81 3.88 2.59
N 1.7714 -1.1792 0.4620 1.76 0.72 1.33
O 2.1284 -2.3073 0.7895 -0.93 1.04 -0.72
O 2.3364 -0.1454 0.8529 -0.69 -1.18 -0.58
C -0.6424 -0.3534 0.7476 2.93 -3.46 -0.68
C -2.0328 -0.5369 0.0868 0.17 0.22 1.45
F -2.9743 -0.1354 0.9700 0.20 -0.02 -0.37
F -2.1673 0.2022 -1.0195 0.11 -0.29 0.07
F -2.2732 -1.8186 -0.1831 0.11 -0.04 -0.37
N -0.3379 0.9622 1.0844 0.64 0.52 -0.19
H 0.6882 2.0620 -1.8023 0.32 -0.03 0.06
H 0.3077 -1.8820 -0.6883 -1.22 -3.49 -1.60
H -0.4285 -1.0865 1.6755 -1.23 1.60 -2.10
H -0.1742 1.1080 2.0771 0.02 0.55 -0.60

---

# 8
17
Properties=species:S:1:pos:R:3:forces:R:3 method="wB97M-V/def2-TZVPD" relative_energy_kcal_mol=8.4 orbital_gap_ha=0.178 total_energy_ha=-1190.45458 homo_energy_ev=-21.38 total_charge=+3
O 2.4256 0.4435 1.8949 -4.22 -0.37 -2.75
C 1.4281 0.3656 1.3237 4.01 0.65 2.84
In -1.0484 0.0274 1.0608 1.49 0.20 -1.57
O 3.2181 -1.1083 -3.1117 -2.07 1.65 1.88
C 2.4796 -0.5513 -2.4371 1.98 -1.65 -1.79
C -1.0987 2.8329 0.7369 -1.30 2.83 0.96
O -1.3542 3.9404 0.8515 1.09 -3.88 -0.60
C -1.3671 0.0004 -1.4399 -2.85 -0.25 -3.88
O -1.9484 -0.1287 -2.4250 2.74 0.54 4.07
N -2.7525 -3.5425 1.6150 2.10 1.23 -0.57
C -1.5217 -3.1055 1.9556 -2.71 -2.75 2.71
N -1.1132 -3.3442 3.2102 0.23 0.68 -1.62
S -0.4572 -2.4325 0.7789 -0.06 1.65 -0.15
H -3.3237 -4.0765 2.2531 -0.27 -0.14 0.09
H -3.0406 -3.4377 0.6503 -0.28 -0.27 0.09
H -0.1642 -3.0969 3.4609 -0.04 -0.22 0.29
H -1.6774 -3.8827 3.8672 0.17 0.12 -0.01

---

# 9
16
Properties=species:S:1:pos:R:3:forces:R:3 method="wB97M-V/def2-TZVPD" relative_energy_kcal_mol=88.0 orbital_gap_ha="0.273 / 0.200" total_energy_ha=-654.59789 homo_energy_ev="-17.17 / -15.36" total_charge=+2
O 1.1895 1.8050 -2.6375 -1.33 -1.02 1.86
C 0.5970 1.2643 -1.8193 2.03 3.34 -5.55
La 0.0678 0.0284 0.0342 1.95 0.62 0.75
O -1.7039 2.8571 1.0459 0.66 -1.60 -0.83
C -1.2961 1.9023 0.5837 -2.40 3.78 1.42
C -1.4139 -1.1409 1.3557 -3.47 -2.93 2.81
O -1.8382 -1.8149 2.1512 0.25 0.57 -0.46
C 0.5327 -1.9902 -1.0952 2.33 4.77 -6.21
O 0.2242 -2.8933 -0.5483 -0.99 -6.63 2.93
C -1.9270 -0.3690 -1.5211 -2.14 -0.47 -1.73
O -2.7425 -0.6073 -2.2490 0.40 0.15 0.40
H 1.3331 -1.5158 -1.9669 -0.77 -1.75 1.26
N 1.6406 0.6023 1.5843 1.01 -0.61 -0.04
H 2.2402 -0.1704 1.3895 1.31 -0.17 0.78
H 1.1510 0.5675 2.4232 -0.12 0.23 2.36
H 1.9456 1.4748 1.2695 1.28 1.72 0.25

---

# 10
10
Properties=species:S:1:pos:R:3:forces:R:3 method="wB97M-V/def2-TZVPD" relative_energy_kcal_mol=127.5 orbital_gap_ha="0.259 / 0.311" total_energy_ha=-247.05868 homo_energy_ev="-15.33 / -15.27" total_charge=+1
C 2.2033 -0.1961 -0.2347 -1.23 1.25 -1.21
C 3.1874 0.4817 0.3398 1.10 0.99 0.31
C 0.2454 -1.4223 0.0824 -0.90 1.33 0.42
C 1.5162 -1.3675 -0.1510 0.79 -3.47 0.17
C -0.0232 0.0795 0.2526 -4.21 0.34 -1.62
N 1.1393 0.7296 -0.3584 1.30 0.99 0.88
H -0.5218 -2.1774 0.1622 0.25 -0.16 -0.04
H -0.9265 0.3533 -0.4460 1.42 -0.77 0.98
H -0.4908 0.3710 1.2521 1.53 0.19 -0.85
H 1.1172 1.5150 -1.0401 -0.05 -0.70 0.98

---

# 11
10
Properties=species:S:1:pos:R:3:forces:R:3 method="wB97M-V/def2-TZVPD" relative_energy_kcal_mol=166.7 orbital_gap_ha="0.243 / 0.294" total_energy_ha=-246.99627 homo_energy_ev="-15.52 / -15.07" total_charge=+1
C 0.5441 0.9930 1.3330 0.16 -2.64 -2.86
C -0.2900 0.8841 2.1643 -2.54 -0.19 3.58
C -0.0921 -0.8701 -1.1318 3.51 5.45 -0.07
C -1.0196 -1.5568 -0.5466 -3.50 -0.20 -1.19
C 0.9301 1.0473 -0.1092 1.53 -0.26 2.76
N 0.5018 0.2255 -1.1866 -1.96 -4.59 1.07
H -2.0548 -1.2530 -0.8774 0.92 -0.52 0.47
H -0.9085 -2.3626 0.1085 0.41 -1.21 0.90
H 1.9358 0.9438 0.2934 1.43 0.63 -2.26
H 0.4532 1.9487 -0.0476 0.04 3.52 -2.41

---

# 12
10
Properties=species:S:1:pos:R:3:forces:R:3 method="wB97M-V/def2-TZVPD" relative_energy_kcal_mol=82.8 orbital_gap_ha=0.259 total_energy_ha=-247.12993 homo_energy_ev=-14.75 total_charge=+1
C 0.4501 1.4419 -0.0470 -0.48 -1.66 -0.86
C -0.7017 0.8472 -0.1892 1.18 -1.87 2.43
C -0.8981 -0.7993 0.1612 -1.64 -0.29 -2.59
C 0.3603 -1.4712 -0.1513 1.17 3.93 0.85
N 1.3786 -0.7569 -0.1287 -1.73 -4.43 -0.58
C 1.5037 0.5577 -0.0432 3.37 3.26 -0.64
H -1.6101 1.2807 -0.1039 -3.22 1.28 -0.53
H -1.2622 -1.0126 1.1757 -0.13 0.13 -0.12
H -1.7340 -1.0337 -0.6155 1.18 -0.04 1.42
H 2.5133 0.9461 -0.0578 0.31 -0.29 0.61